[1]
The following is a DFT calculation (the ωB97M-V functional and the def2-TZVPD basis) of a molecular structure, C51H29I4N4O2SSc.

Last column: Löwdin charge in e.
Geometry (Å):
Sc1 18.58992 19.42101 6.54518  1.267
I1 9.18618 15.92803 5.67409  0.794
C1 11.15568 16.76155 5.71526  -0.677
C2 11.65690 17.56672 4.64725  -0.130
C3 12.96740 18.04068 4.66722  -0.036
C4 13.78109 17.76772 5.77180  -0.187
C5 13.29560 16.97779 6.83034  -0.039
C6 11.99313 16.50416 6.83028  -0.148
C7 15.22736 18.29756 5.79342  -0.066
C8 16.27299 17.36729 5.66956  -0.212
C9 16.16040 15.95814 5.54871  -0.010
C10 17.42416 15.37907 5.60202  -0.025
C11 18.35880 16.42489 5.80482  -0.253
C12 19.83059 16.33217 6.02016  -0.391
C13 20.31809 14.87818 5.87684  -0.328
C14 19.82403 14.02974 4.84844  -0.013
C15 20.15025 12.68790 4.87006  0.014
C16 20.93477 12.11726 5.88533  -0.168
I2 22.73003 9.47713 4.28741  0.993
C17 20.62989 10.95433 7.73231  -0.109
C18 20.06384 13.38544 8.14593  -0.163
C19 20.65964 17.40748 5.46948  -0.266
N1 20.44522 18.74483 5.72747  -0.012
C20 21.58217 19.47250 5.21526  -0.194
C21 21.86371 20.81756 5.53783  -0.049
C22 23.26145 21.34997 5.35937  -0.155
C23 23.89800 21.99749 6.45192  -0.031
C24 25.23192 22.41024 6.35043  -0.139
C25 25.96884 22.11018 5.19588  -0.740
I3 28.02004 22.43375 5.09708  0.867
C26 25.31269 21.46590 4.10846  -0.135
C27 23.98995 21.06334 4.20450  -0.050
C28 20.86491 21.64845 6.10873  -0.225
C29 21.06120 23.01570 6.47332  -0.006
C30 19.82509 23.54195 6.82180  -0.016
C31 18.79421 22.57325 6.58168  -0.199
N2 19.45240 21.37535 6.13741  -0.018
C32 17.39310 22.81130 6.55630  -0.085
C33 16.48244 21.73916 6.41088  -0.202
C34 15.04422 21.84887 6.46285  -0.019
C35 14.44779 20.62906 6.21072  -0.011
C36 15.46953 19.68006 6.00922  -0.203
N3 16.76944 20.35472 6.18953  -0.035
C37 16.86051 24.22022 6.75441  -0.169
C38 17.31002 24.99654 7.82819  -0.055
C39 16.83041 26.29791 8.03422  -0.134
C40 15.84998 26.83912 7.15434  -0.687
I4 15.03694 28.77174 7.56029  0.796
C41 15.39067 26.04630 6.07592  -0.136
C42 15.91161 24.77433 5.85470  -0.033
C43 22.43025 18.50625 4.59692  -0.025
C44 21.87180 17.25264 4.71080  -0.008
N4 17.68492 17.67629 5.85041  -0.021
H1 11.01182 17.81363 3.81043  0.092
H2 13.34021 18.59952 3.79569  0.133
H3 13.97751 16.66634 7.63500  0.130
H4 11.56704 16.01963 7.71232  0.095
H5 15.20893 15.45318 5.44637  0.110
H6 17.65450 14.30939 5.60618  0.109
H7 19.13768 14.41432 4.09780  0.119
H8 19.73520 12.02637 4.10037  0.126
H9 21.31905 10.34895 8.33452  0.150
H10 20.35738 13.61588 9.16331  0.148
H11 23.31182 22.14294 7.38244  0.124
H12 25.72679 22.99688 7.11175  0.090
H13 25.86598 21.31964 3.18661  0.091
H14 23.51417 20.54800 3.37171  0.117
H15 22.01013 23.53449 6.53188  0.102
H16 19.66100 24.53212 7.23036  0.095
H17 14.48167 22.76158 6.68614  0.112
H18 13.37623 20.45176 6.14912  0.120
H19 17.97936 24.52956 8.55814  0.120
H20 17.23240 26.91308 8.83482  0.089
H21 14.64844 26.53157 5.46706  0.082
H22 15.55287 24.17242 5.03077  0.116
H23 23.40862 18.69723 4.14945  0.102
H24 22.31454 16.34961 4.28784  0.119
O1 19.76702 10.01197 5.48919  -0.013
C45 20.84548 10.60810 6.21357  -0.596
O2 22.00825 9.92750 6.06440  -0.646
C46 20.98712 12.40153 7.53256  -0.158
C47 19.20496 11.12250 8.28633  -0.010
C48 18.82002 12.43677 8.34645  0.044
C49 20.33962 14.63347 7.38762  -0.570
S1 20.04880 16.23922 7.96922  1.014
C50 21.56508 14.48617 6.54156  -0.089
C51 21.95141 13.00668 6.59143  -0.021
H25 18.98494 9.79831 6.06910  0.128
H26 18.59184 10.26238 8.54867  0.105
H27 17.82997 12.77827 8.61447  0.101
H28 22.27526 15.29871 6.65952  0.149
H29 22.97454 12.64644 6.60781  0.152

Values from the calculation:
- LUMO (spin up / spin down): -1.483 / -1.486 eV
- Largest force on an atom: 0.071 Eh/bohr
- Orbital gap (spin up / spin down): 4.9 / 4.9 eV

=====

[2]
The following is a DFT calculation (the ωB97M-V functional and the def2-TZVPD basis) of 2 unconnected molecules or ions with the total composition C24H22F17N4O3.

Last column: Löwdin charge in e.
Geometry (Å):
C1 -4.02275 -3.57160 -0.55112  0.014
C2 -2.80549 -3.90568 -1.21879  -0.100
C3 -1.22490 -4.10032 -1.73400  -0.166
C4 -0.54435 -2.61040 -1.79738  -0.033
C5 -1.55747 -1.48502 -2.51311  0.003
C6 -0.98203 0.03416 -2.62501  -0.105
C7 -1.96594 1.16278 -3.34006  -0.179
C8 -1.22533 2.58982 -3.65956  -0.210
C9 -1.46262 3.72474 -2.49099  -0.199
C10 -3.03349 4.10837 -2.21746  -0.234
N1 -3.45201 5.29016 -3.10386  -0.055
C11 -3.28801 6.50336 -2.18929  -0.408
N2 -4.26333 6.85023 -1.27727  0.071
N3 -1.98910 7.29844 -2.35637  0.039
C12 0.49603 0.35387 -1.99499  0.053
N4 1.38951 -0.70978 -1.31961  -0.061
C13 2.69803 -0.15772 -0.77827  -0.210
C14 2.51379 1.29449 0.03866  -0.123
C15 0.97270 -2.19671 -1.21923  0.032
C16 1.95518 -3.36199 -0.56814  -0.129
F1 3.42348 -3.15722 -0.86479  0.005
F2 1.77382 -4.70401 -1.26026  -0.018
C17 1.64857 -3.71440 1.00519  -0.097
F3 2.42675 -4.98543 1.26607  0.007
F4 0.21975 -4.09142 1.26552  0.021
C18 2.03153 -2.55854 2.09083  -0.085
F5 3.50374 -2.40096 2.06913  0.045
F6 1.28467 -1.27796 1.79495  0.025
C19 1.55049 -2.91288 3.65379  -0.083
F7 1.74487 -4.32668 4.03073  0.061
F8 0.10813 -2.46484 3.70227  0.014
C20 2.34351 -2.00655 4.78717  -0.068
F9 3.67064 -2.70326 4.98351  0.020
F10 2.71987 -0.63445 4.27811  0.035
C21 1.63261 -1.98317 6.26214  -0.074
F11 2.73825 -2.21280 7.26751  0.023
F12 0.68308 -3.13459 6.49810  0.040
C22 0.94259 -0.55999 6.69009  -0.077
F13 0.41645 -0.76828 8.09198  0.025
F14 1.93240 0.57274 6.83531  0.040
C23 -0.35418 -0.11033 5.79444  -0.125
F15 -0.03472 0.37759 4.42859  0.057
F16 -0.95496 1.07607 6.51268  0.021
F17 -1.45320 -1.14721 5.81241  0.039
H1 -4.80568 -3.29754 0.30595  0.043
H2 -1.29893 -4.51413 -2.83844  0.131
H3 -0.75122 -4.84462 -0.97070  0.100
H4 -2.61051 -1.73657 -2.95407  0.095
H5 -2.89595 1.27388 -2.60182  0.111
H6 -2.36640 0.69144 -4.34638  0.122
H7 -0.07505 2.51199 -3.87089  0.114
H8 -1.74806 3.02189 -4.64131  0.120
H9 -0.93398 4.73108 -2.85118  0.105
H10 -0.98082 3.38004 -1.47908  0.110
H11 -3.80016 3.24994 -2.42917  0.114
H12 -3.14555 4.37818 -1.05996  0.124
H13 -4.47607 5.15894 -3.31879  0.100
H14 -5.02879 6.11842 -1.37182  0.042
H15 -1.28772 6.82513 -1.73497  0.076
H16 -1.70343 7.21654 -3.37779  0.087
H17 0.83462 1.49234 -2.11937  0.114
H18 3.46243 -0.03030 -1.67845  0.128
H19 3.18144 -0.83846 0.07573  0.107
H20 2.60712 2.12186 -0.80544  0.069
H21 3.41300 1.49052 0.78473  0.083
H22 1.45940 1.38855 0.54544  0.076
C24 2.72352 -1.79601 -4.35524  -1.082
O1 3.62541 -2.46925 -4.82980  0.009
O2 2.86883 -0.90149 -3.51414  0.004
O3 1.52598 -1.90501 -4.64269  0.043

Values from the calculation:
- Total charge: -1
- LUMO: 0.539 eV
- Largest force on an atom: 0.193 Eh/bohr
- Orbital gap: 3.4 eV

=====

[3]
The following is a DFT calculation (the ωB97M-V functional and the def2-TZVPD basis) of a molecular structure, C11H20BeIN.

Last column: Löwdin charge in e.
Geometry (Å):
Be1 0.07374 0.61455 -0.22573  0.158
C1 -0.42583 1.56512 1.36360  -0.237
C2 0.47362 0.51297 1.66642  -0.248
C3 1.63061 0.68921 0.86806  -0.251
C4 1.47224 1.88921 0.12065  -0.257
C5 0.20714 2.42967 0.42975  -0.263
C6 -0.32305 3.77293 0.03895  -0.037
C7 2.55101 2.53595 -0.68815  -0.028
C8 2.91657 -0.06322 1.00539  -0.013
C9 0.36241 -0.46496 2.79134  -0.025
C10 -1.69813 1.90600 2.07868  -0.013
H1 -1.35769 3.71772 -0.29483  0.079
H2 0.26068 4.20955 -0.76571  0.061
H3 -0.28136 4.44934 0.89493  0.088
H4 3.01605 1.82662 -1.37123  0.081
H5 3.33010 2.92476 -0.02739  0.091
H6 2.15741 3.36127 -1.27772  0.063
H7 3.44325 -0.12365 0.05265  0.081
H8 2.74512 -1.07398 1.36528  0.073
H9 3.56936 0.44764 1.71825  0.093
H10 0.66515 -1.46434 2.49269  0.057
H11 -0.65420 -0.52174 3.16696  0.071
H12 1.01476 -0.15881 3.61252  0.095
H13 -1.61173 2.88922 2.54132  0.086
H14 -1.91993 1.18292 2.85817  0.068
H15 -2.54352 1.93751 1.39436  0.085
N1 -0.52430 -2.08785 0.16265  0.049
H16 -0.55520 -2.56778 -0.72634  0.028
H17 -1.44885 -2.12126 0.56633  0.036
H18 0.10469 -2.59685 0.76694  0.018
I1 -0.40549 1.68700 -3.21442  0.654
C11 -0.53678 0.06182 -1.76798  -0.646
H19 0.02127 -0.72729 -2.25737  -0.052
H20 -1.57726 -0.23979 -1.81944  -0.044

Values from the calculation:
- LUMO: 0.419 eV
- Largest force on an atom: 0.010 Eh/bohr
- Orbital gap: 8.6 eV

=====

| no. | E_tot (eV) |
| --- | --- |
| 1 | -127346.6392 |
| 2 | -83517.6330 |
| 3 | -21725.1063 |